Formula: C21H31F4IN2O6P
Source: the OMol25 dataset
Level of theory: ωB97M-V/def2-TZVPD

Calculated values
F_max   0.0390 Eh/bohr
HOMO   -11.69 eV
Kohn-Sham gap   7.34 eV
LUMO level   -0.1601 Ha
Calculated total energy   -2417.98731 a.u.

```
! RIJCOSX wB97M-V def2-TZVPD def2/J DEFGRID3
* xyz 1 1
C -0.00691 -2.45813 0.88865
C -0.97195 -1.71227 1.85936
P -1.63746 -0.19379 1.03840
C -3.36578 0.01027 1.74085
C -4.47461 -0.05595 0.65082
C -0.75124 1.36753 1.46363
C 0.41960 1.53504 2.17267
C 1.20821 0.35896 2.70837
C 2.65541 0.66095 3.10399
O 3.53288 0.74511 1.99812
C 3.14979 -0.51626 4.00357
N 3.33733 -0.02336 5.38563
N 0.89232 2.74392 2.39983
C 0.31425 3.84722 1.95088
C -0.81356 3.79261 1.22168
C -1.43365 5.06709 0.71517
C -2.25942 5.71178 1.84741
F -2.90282 4.75794 2.59946
C -1.34270 2.53479 0.98831
C -2.61495 2.50963 0.14197
O -3.63049 2.99421 0.58395
O -2.59336 1.91153 -1.07461
C -1.29381 1.84100 -1.68042
C -1.54039 1.41215 -3.14462
O -1.78702 2.22321 -3.98446
I -1.38810 -0.68974 -3.55047
H 0.08871 -1.87833 -0.03335
H -0.38960 -3.42799 0.58603
H 1.00605 -2.54018 1.28307
H -1.83068 -2.37073 1.99277
H -0.54326 -1.57889 2.84764
H -3.50313 -0.75684 2.50121
H -3.37217 0.97010 2.26204
H -5.07484 0.84590 0.72537
H -4.00949 -0.15713 -0.32493
H -5.12297 -0.89725 0.88120
H 0.67317 -0.05368 3.56023
H 1.24937 -0.37813 1.90557
H 2.76066 1.54374 3.74676
H 3.08396 0.49130 1.18718
H 2.34505 -1.26280 4.04819
H 4.04711 -0.97284 3.60131
H 2.55271 0.58030 5.61600
H 3.22755 -0.79859 6.03074
H 1.73823 2.88519 2.94022
H 0.76569 4.80788 2.14782
H -2.08491 4.87044 -0.13094
H -0.64337 5.78138 0.48812
H -3.01541 6.38119 1.43715
H -1.62944 6.31613 2.50386
H -0.65094 1.09252 -1.21873
H -0.84243 2.83233 -1.72463
C 1.92346 -4.04314 -7.39034
C 2.38060 -3.34903 -6.12551
O 1.77041 -3.94145 -4.96180
C 2.35538 -5.03467 -4.48757
O 3.32496 -5.56561 -4.93469
C 1.61725 -5.50573 -3.22612
F 0.28874 -5.46302 -3.38299
F 1.92390 -4.71716 -2.18033
F 1.94751 -6.74907 -2.90554
H 0.83469 -4.04442 -7.45229
H 2.32618 -3.53796 -8.26729
H 2.25146 -5.08216 -7.40741
H 2.06245 -2.30806 -6.13407
H 3.46581 -3.35896 -6.03213
*
```